ORCA calculation (the ωB97M-V functional and the def2-TZVPD basis) on a cluster of 4 separate species, C3H14NO4 in total in a non-equilibrium geometry.

Atoms and positions in Å:
O  -0.1225  -1.7388  1.3475
C  -0.4199  -0.7765  1.9985
C  0.4515  0.4789  1.8895
N  0.6242  0.9719  0.4867
C  1.4167  2.2248  0.4944
H  -1.0366  -0.7884  2.9030
H  0.1932  1.2557  2.6017
H  1.4481  0.1457  2.1932
H  1.1145  0.2318  -0.0077
H  -0.3103  1.0790  0.0742
H  1.6121  2.6104  -0.5058
H  2.4030  1.9858  0.8254
H  0.9323  2.9717  1.0969
H  1.0898  -1.9841  -1.0768
H  0.6323  -2.1285  -2.6089
O  1.2674  -1.7781  -1.9890
H  -2.3345  -0.2771  -0.4724
H  -2.8352  0.9286  0.3136
O  -2.1933  0.2036  0.3551
H  -0.8659  -0.5086  -3.7352
H  -0.8298  0.9854  -3.6020
O  -0.5500  0.1838  -3.1434

## Properties
Electronic energy ... -478.1473 a.u.
F_max ... 1.7 eV/Å
E_HOMO ... -0.525 Eh
Charge ... +1
E_LUMO ... -0.124 Ha